(1)
Density functional theory data (ωB97M-V/def2-TZVPD) for C51H34ClErN3PS3 as an isolated structure at a distorted geometry.

ORCA input file:
```
! wB97M-V def2-TZVPD RIJCOSX def2/J DEFGRID3
* xyz 2 4
Er 16.847 14.574 12.723
S 18.744 11.374 16.066
C 17.205 11.984 16.720
C 16.693 11.688 17.962
C 15.716 12.527 18.572
C 15.156 13.617 17.889
C 15.679 13.945 16.614
C 16.614 13.094 16.027
N 17.234 13.296 14.744
C 18.386 12.596 14.691
C 19.375 12.983 13.626
C 20.650 13.499 14.061
C 21.540 14.088 13.156
C 21.036 14.299 11.831
C 19.735 13.893 11.413
C 18.953 12.997 12.259
H 16.992 10.821 18.571
H 15.347 12.239 19.597
H 14.238 14.117 18.259
H 15.434 14.838 16.082
H 20.835 13.541 15.137
H 22.521 14.362 13.349
H 21.553 14.799 11.053
H 19.390 14.064 10.390
S 21.756 19.482 11.786
C 23.277 18.951 12.525
C 23.081 17.892 13.427
C 21.749 17.565 13.562
C 20.868 18.362 12.818
C 19.454 18.164 12.531
C 18.951 17.078 13.189
N 17.693 16.602 12.942
C 16.840 17.489 12.382
C 17.223 18.767 11.803
C 16.215 19.631 11.319
C 14.932 19.105 11.065
C 14.453 17.933 11.703
C 13.114 17.505 11.758
C 12.745 16.481 12.671
C 13.751 15.769 13.384
N 15.036 15.989 13.147
C 15.438 17.256 12.497
C 11.316 16.305 12.985
C 10.316 17.183 12.620
C 9.052 16.750 13.004
C 9.103 15.446 13.513
S 10.707 14.852 13.702
C 18.651 18.928 11.646
H 24.268 19.301 12.206
H 23.860 17.357 13.895
H 21.483 16.703 14.211
H 19.620 16.380 13.698
H 16.394 20.589 10.884
H 14.225 19.708 10.413
H 12.331 18.037 11.162
H 13.439 15.177 14.218
H 10.530 18.152 12.141
H 8.180 17.426 12.961
H 8.295 14.839 13.897
H 19.019 19.653 10.948
Cl 15.622 14.161 10.378
C 15.699 12.422 12.187
C 14.319 12.319 12.156
C 13.760 11.048 12.546
C 14.528 9.924 12.485
C 15.853 10.067 12.039
C 16.439 11.316 11.886
P 18.170 11.533 11.480
C 19.195 10.143 12.117
C 20.344 9.595 11.437
C 21.080 8.568 11.986
C 20.759 8.194 13.293
C 19.619 8.658 13.947
C 18.801 9.619 13.343
C 18.229 11.242 9.718
C 17.910 12.276 8.785
C 17.999 12.102 7.437
C 18.147 10.809 6.938
C 18.268 9.742 7.845
C 18.295 9.925 9.206
H 13.733 13.254 12.056
H 12.688 10.951 12.748
H 14.081 8.873 12.413
H 16.381 9.216 11.732
H 20.572 9.997 10.398
H 21.956 8.162 11.443
H 21.442 7.493 13.779
H 19.369 8.166 14.891
H 17.930 10.027 13.898
H 17.531 13.207 9.265
H 17.944 12.930 6.749
H 18.307 10.582 5.884
H 18.284 8.698 7.458
H 18.345 9.107 9.910
*
```

Properties
M (g mol⁻¹): 1018.74
E_LUMO (spin up / spin down) (eV): -6.4 / -6.3
HOMO-LUMO gap (spin up / spin down) (Ha): 0.174 / 0.174

Löwdin atomic charge list, values in e, 2 entries:
1. Er 1.253
2. S 1.122

***

(2)
Density functional theory data (ωB97M-V/def2-TZVPD) for a 3-piece molecular cluster, C42H36FNO8 overall.

ORCA input file:
```
! wB97M-V def2-TZVPD RIJCOSX def2/J DEFGRID3
* xyz 0 1
C 1.774 2.799 -3.323
C 2.374 3.173 -4.668
O 3.793 3.269 -4.676
C 4.482 2.213 -4.043
C 4.191 0.818 -4.605
O 4.123 -0.100 -3.525
C 3.139 -1.102 -3.587
C 3.599 -2.497 -4.062
O 3.831 -3.407 -2.979
C 4.993 -3.287 -2.283
O 5.411 -2.231 -1.884
C 5.667 -4.581 -2.014
C 6.638 -4.637 -1.021
C 7.281 -5.840 -0.801
C 6.924 -6.934 -1.581
N 5.980 -6.905 -2.517
C 5.367 -5.743 -2.719
C 4.756 -2.433 -5.049
C 4.261 -2.078 -6.437
F 5.362 -3.689 -5.126
H 2.312 3.278 -2.508
H 0.716 3.048 -3.304
H 1.856 1.721 -3.161
H 2.045 2.481 -5.452
H 2.019 4.159 -4.966
H 5.539 2.435 -4.185
H 4.321 2.189 -2.962
H 3.280 0.797 -5.208
H 5.014 0.524 -5.265
H 2.271 -0.770 -4.166
H 2.792 -1.257 -2.565
H 2.750 -2.936 -4.589
H 6.867 -3.750 -0.448
H 8.043 -5.929 -0.040
H 7.432 -7.880 -1.434
H 4.602 -5.714 -3.483
H 5.506 -1.717 -4.713
H 3.551 -2.847 -6.749
H 3.731 -1.129 -6.453
H 5.084 -2.071 -7.147
C 1.757 3.023 3.202
C 0.981 3.089 4.355
C -0.370 3.379 4.266
C -0.953 3.609 3.026
C -0.169 3.561 1.872
C 1.184 3.260 1.964
C -0.757 3.844 0.531
O -0.076 3.795 -0.471
C -2.205 4.192 0.466
C -2.768 4.507 -0.764
C -4.115 4.818 -0.847
C -4.907 4.808 0.296
C -4.350 4.499 1.525
C -2.997 4.199 1.616
C -2.414 3.894 2.952
O -3.110 3.878 3.946
H 2.811 2.789 3.272
H 1.432 2.913 5.322
H -0.978 3.435 5.158
H 1.777 3.215 1.062
H -2.144 4.507 -1.647
H -4.552 5.067 -1.805
H -5.960 5.044 0.227
H -4.955 4.490 2.421
C -8.686 -3.581 3.704
C -9.272 -2.328 3.851
C -8.483 -1.214 4.079
C -7.104 -1.348 4.170
C -6.517 -2.608 4.040
C -7.312 -3.721 3.799
C -5.042 -2.787 4.170
O -4.532 -3.881 4.049
C -4.218 -1.580 4.461
C -2.848 -1.727 4.636
C -2.062 -0.616 4.894
C -2.641 0.646 4.971
C -4.006 0.799 4.803
C -4.800 -0.313 4.553
C -6.272 -0.131 4.400
O -6.780 0.969 4.461
H -9.305 -4.449 3.519
H -10.347 -2.223 3.787
H -8.926 -0.234 4.190
H -6.845 -4.690 3.690
H -2.409 -2.713 4.569
H -0.995 -0.732 5.033
H -2.029 1.513 5.166
H -4.457 1.779 4.865
*
```

Properties
M (g mol⁻¹): 701.75
E_LUMO (eV): -1.1
HOMO-LUMO gap (Ha): 0.312

Löwdin atomic charge list, values in e, 2 entries:
1. C -0.067
2. C -0.266